14
Properties=species:S:1:pos:R:3:forces:R:3:nbo_charge:R:1 method="wB97M-V/def2-TZVPD" smiles="C=C/C=C/CO" e_homo_ev=-8.7 de_lowest_kcal_mol=45.6 homo_lumo_gap_ev=9.50
H 2.726087 -0.318017 -1.300449 0.1 0.0 0.2 0.47
C 0.741646 -0.367069 0.240689 0.3 -0.9 0.5 -0.17
O 3.014845 -0.275919 -0.379140 1.9 -1.2 -1.1 -0.71
C -2.853809 0.127777 -0.082922 0.4 -0.2 -0.8 -0.38
H 2.389283 0.361379 1.471488 -0.4 0.0 -1.8 0.19
H -0.350463 1.221255 -0.398700 -0.1 1.8 -0.3 0.20
H -3.806261 -0.460387 0.054324 1.4 0.7 -0.2 0.21
C -1.612685 -0.436196 -0.058919 -4.4 -2.0 0.6 -0.22
H 1.941867 1.390488 -0.010564 -0.1 -0.3 0.6 0.16
H -1.604422 -1.540715 0.145529 0.2 1.1 -0.1 0.20
H 0.711095 -1.460545 0.462449 0.2 0.9 0.0 0.20
H -2.964503 1.190276 -0.393641 0.0 -0.7 0.6 0.19
C -0.391325 0.221978 -0.111406 1.8 -0.3 0.1 -0.25
C 2.058650 0.345692 0.361266 -1.4 1.1 1.7 -0.09